No. 1
{
  "formula": "C37H43HgO2Si",
  "method": "the ωB97M-V functional and the def2-TZVPD basis",
  "homo_lumo_gap_ev": [3.8, 3.8],
  "spin_multiplicity": 1,
  "lumo_energy_ha": [0.0436, 0.0429],
  "relative_energy_kcal_mol": 20.4,
  "total_energy_ha": -2028.8748,
  "total_charge": -1,
  "symbols": ["O", "C", "C", "H", "H", "C", "H", "H", "C", "H", "H", "H", "C", "H", "H", "H", "Hg", "C", "C", "C", "H", "C", "C", "H", "H", "H", "H", "C", "C", "C", "H", "C", "C", "H", "H", "H", "H", "O", "C", "C", "H", "H", "C", "H", "H", "C", "H", "H", "H", "H", "C", "C", "C", "C", "C", "C", "Si", "C", "C", "C", "C", "C", "C", "C", "C", "C", "C", "C", "C", "H", "H", "H", "H", "H", "H", "H", "H", "H", "H", "H", "H", "H", "H", "H"],
  "positions_angstrom": [[-1.26973, 2.71134, -2.13564], [-0.19038, 1.77276, -2.49496], [-0.51704, 1.84691, -3.99642], [-0.40604, 0.76848, -2.10100], [0.75872, 2.15196, -2.15050], [-1.58387, 2.90115, -3.54103], [-0.92216, 0.86220, -4.26242], [0.25913, 2.17341, -4.69727], [-3.03024, 2.50919, -3.75511], [-3.22383, 1.49057, -3.41309], [-3.32944, 2.61839, -4.80757], [-3.61310, 3.20350, -3.13744], [-1.25022, 4.35082, -3.87542], [-0.29076, 4.59788, -3.42140], [-2.03131, 4.95581, -3.41212], [-1.21867, 4.53292, -4.96101], [0.56182, -2.30749, -1.92183], [0.37501, 2.82456, 1.58348], [1.50887, 2.10529, 1.05594], [1.91671, 2.76988, -0.13643], [1.98685, 1.24869, 1.51215], [0.98329, 3.82917, -0.39843], [0.00991, 3.84098, 0.64674], [-0.84450, 4.49107, 0.71546], [-0.11823, 2.63493, 2.52653], [2.78381, 2.50932, -0.73918], [1.01425, 4.51135, -1.23522], [-2.75670, 1.18325, 1.87526], [-3.03377, 2.43040, 1.25703], [-3.16826, 2.20472, -0.13438], [-3.11897, 3.39970, 1.75934], [-2.90158, 0.83881, -0.39157], [-2.61989, 0.20724, 0.84879], [-2.31263, -0.83809, 0.97665], [-2.68288, 1.00105, 2.94712], [-3.42661, 2.96588, -0.87406], [-2.90033, 0.34630, -1.36680], [0.19351, -0.72518, -5.35407], [-0.39445, -0.02244, -6.50764], [0.07685, -0.65165, -7.83040], [-0.12533, 1.05304, -6.49620], [-1.49317, -0.07004, -6.39526], [1.06845, -1.75013, -7.39449], [0.62758, 0.06974, -8.44511], [-0.76695, -1.03609, -8.41700], [0.99836, -1.80051, -5.85152], [2.07119, -1.42730, -7.70484], [0.83460, -2.71406, -7.85480], [1.99260, -1.70780, -5.39541], [0.55406, -2.75510, -5.52311], [-0.02293, 1.61238, 5.46086], [1.23451, 1.46920, 4.86054], [1.47911, 0.41114, 3.97994], [0.47021, -0.50250, 3.60247], [-0.76195, -0.37561, 4.27041], [-1.01318, 0.66474, 5.17931], [0.87958, -1.89500, 2.40415], [2.59195, -2.27942, 3.08863], [3.67064, -2.45497, 2.20767], [4.96728, -2.66009, 2.70386], [5.19637, -2.75851, 4.08015], [4.11552, -2.70159, 4.96159], [2.82823, -2.44951, 4.46839], [-0.21913, -3.33068, 3.00482], [0.32492, -4.46822, 3.62254], [-0.50206, -5.37678, 4.29415], [-1.89551, -5.24985, 4.21730], [-2.45084, -4.19716, 3.46563], [-1.61356, -3.25275, 2.85281], [-0.23748, 2.46504, 6.11828], [2.02689, 2.19724, 5.07958], [2.49647, 0.31384, 3.58190], [-1.55019, -1.10625, 4.08684], [-1.99265, 0.73895, 5.67000], [3.47894, -2.47333, 1.13234], [5.80420, -2.78404, 2.01596], [6.20408, -2.90552, 4.46822], [4.26256, -2.88495, 6.02713], [1.99535, -2.42182, 5.18087], [1.39226, -4.64047, 3.57892], [-0.05278, -6.20590, 4.83805], [-2.53133, -5.98395, 4.71581], [-3.52604, -4.14884, 3.34602], [-2.08399, -2.47162, 2.26049]],
  "forces_ev_per_a": [[0.771, -0.680, -0.688], [-0.724, -0.017, 0.091], [-0.588, 0.106, 0.919], [0.304, 0.396, 0.253], [0.236, -0.147, 0.000], [0.553, -0.494, -0.181], [-0.001, 0.698, -0.337], [-0.183, -0.029, 0.281], [-0.022, 0.621, -0.192], [0.101, 0.091, -0.084], [0.015, -0.044, 0.229], [-0.235, -0.199, -0.214], [-0.419, -0.450, -0.310], [0.001, 0.045, -0.126], [0.125, 0.296, -0.083], [-0.058, 0.009, 0.303], [-0.001, 0.032, 0.146], [-1.179, 1.627, -1.445], [1.576, 1.208, -2.334], [-0.118, -1.536, 2.013], [-0.103, 0.102, -0.108], [-0.705, -0.141, 1.301], [1.101, -1.049, 0.735], [-0.003, 0.066, 0.026], [-0.002, -0.155, -0.077], [-0.284, 0.025, 0.112], [-0.028, -0.021, -0.038], [-0.301, 2.274, 0.252], [-0.157, -0.407, 0.699], [-0.098, 1.064, 0.862], [-0.082, -0.538, -0.201], [0.601, -2.543, 1.378], [-0.326, -0.437, -3.154], [-0.204, 0.631, -0.074], [0.133, 0.095, -0.401], [0.154, -0.401, 0.367], [0.058, 0.235, 0.434], [-0.116, 0.451, -2.159], [-0.316, 0.298, 0.459], [0.162, -0.191, 0.376], [0.006, -0.645, 0.296], [0.420, -0.043, -0.063], [0.194, 0.386, 0.118], [-0.386, -0.010, 0.103], [0.240, 0.033, 0.185], [-0.061, -0.471, 0.183], [-0.183, -0.378, 0.039], [0.163, 0.117, 0.146], [-0.200, -0.110, -0.091], [0.147, 0.304, 0.025], [-0.100, 0.023, -0.142], [-0.105, -0.049, -0.028], [-0.129, 0.522, 0.106], [-0.063, 0.058, 1.243], [-0.011, 0.597, 0.210], [0.117, -0.046, -0.152], [-0.406, 0.209, -1.635], [0.549, -0.721, 0.313], [0.294, -0.129, 0.661], [-0.042, -0.107, 0.096], [-0.207, -0.008, -0.239], [-0.395, 0.054, -0.219], [0.606, -0.168, 0.021], [0.220, 0.134, -0.047], [-0.925, -0.129, 0.351], [-0.098, 0.081, -0.595], [0.168, 0.373, -0.132], [0.700, -0.446, 0.083], [-0.351, -0.830, 0.664], [0.138, -0.432, -0.207], [-0.292, -0.355, -0.075], [-0.421, -0.027, 0.033], [0.154, 0.180, 0.039], [0.379, -0.049, -0.196], [0.092, 0.247, 0.267], [-0.155, 0.087, 0.104], [-0.176, -0.034, -0.145], [0.018, 0.173, -0.209], [0.230, 0.132, -0.344], [0.076, 0.146, 0.297], [-0.123, 0.053, -0.090], [0.091, 0.254, -0.132], [-0.043, 0.104, -0.006], [0.236, 0.029, 0.134]],
  "mulliken_charge": [-0.28, 0.12, -0.47, -0.20, -0.07, 1.59, 0.03, 0.35, -1.64, 0.29, 0.40, 0.38, -1.67, 0.37, 0.37, 0.35, 0.02, -0.27, 0.28, -1.16, 0.38, -0.11, -1.01, 0.42, 0.53, 0.43, 0.54, 0.00, -1.21, 0.02, 0.42, -0.80, -0.14, 0.26, 0.56, 0.37, 0.41, -0.31, -0.25, -0.56, 0.20, 0.31, -0.40, 0.23, 0.26, -0.54, 0.24, 0.28, 0.22, 0.27, -0.53, -0.75, -0.36, 0.59, -0.52, -0.30, -0.52, -0.15, -0.72, -0.42, -0.39, -0.74, 0.60, 0.60, -0.68, -0.50, -0.50, -0.57, 0.10, 0.31, 0.29, 0.43, 0.35, 0.37, 0.24, 0.34, 0.34, 0.35, 0.42, 0.43, 0.36, 0.33, 0.41, -0.04]
}

No. 2
{
  "formula": "C11H34N2O5",
  "method": "the ωB97M-V functional and the def2-TZVPD basis",
  "homo_lumo_gap_ev": 10.1,
  "spin_multiplicity": 1,
  "lumo_energy_ha": 0.0211,
  "relative_energy_kcal_mol": 32.6,
  "smiles": "COC[C@H](C)N.COC[C@H](C)N.CO.CO.CO",
  "total_energy_ha": -925.0771,
  "total_charge": 0,
  "symbols": ["C", "O", "C", "C", "C", "N", "H", "H", "H", "H", "H", "H", "H", "H", "H", "H", "H", "C", "O", "C", "C", "C", "N", "H", "H", "H", "H", "H", "H", "H", "H", "H", "H", "H", "C", "O", "H", "H", "H", "H", "C", "O", "H", "H", "H", "H", "C", "O", "H", "H", "H", "H"],
  "positions_angstrom": [[14.42919, -10.93440, -4.79470], [14.50138, -12.01124, -3.91033], [15.81854, -12.47825, -3.75017], [15.85999, -13.42113, -2.55824], [17.29082, -13.77442, -2.14554], [15.11640, -14.65732, -2.72850], [13.36601, -10.69674, -4.83028], [14.72540, -11.13745, -5.82384], [14.92267, -10.03376, -4.42942], [16.22047, -12.83179, -4.69967], [16.41496, -11.58953, -3.54384], [15.36598, -12.91651, -1.72794], [17.80172, -12.88885, -1.76762], [17.90723, -14.01513, -3.01169], [17.32926, -14.56860, -1.39996], [15.58381, -15.10960, -3.50121], [14.23228, -14.37326, -3.12567], [7.73289, -15.29167, 0.16645], [8.54473, -14.09931, 0.07662], [8.72572, -13.43519, 1.31595], [9.08646, -11.90821, 1.05388], [10.60431, -11.75411, 0.73822], [8.80116, -11.09651, 2.15535], [6.75825, -15.16532, 0.63786], [8.29645, -16.00965, 0.76229], [7.64979, -15.70609, -0.83827], [7.78877, -13.46917, 1.87189], [9.54645, -13.89776, 1.86416], [8.49968, -11.59839, 0.18913], [10.74450, -10.70597, 0.47390], [10.85936, -12.32164, -0.15676], [11.27154, -11.99644, 1.56536], [7.81245, -10.89513, 2.20004], [9.24183, -10.20661, 1.97100], [13.35605, -17.19694, 2.10721], [14.41702, -17.68140, 1.38211], [13.50840, -16.15504, 2.38888], [12.44618, -17.38690, 1.53788], [13.11878, -17.75498, 3.01296], [14.49550, -17.12606, 0.60298], [15.73638, -22.99895, -0.20947], [15.30364, -21.85698, -0.87712], [16.50206, -22.80684, 0.54215], [14.94698, -23.40113, 0.42550], [15.95598, -23.85177, -0.85178], [14.95797, -21.17018, -0.30230], [12.33668, -11.67239, 6.02657], [10.99405, -12.09657, 6.04487], [12.71467, -11.90626, 7.02183], [12.95070, -12.19488, 5.29303], [12.39611, -10.59329, 5.88485], [10.48824, -11.58306, 5.41080]],
  "forces_ev_per_a": [[-1.431, 0.471, -0.035], [-0.014, -0.499, -0.184], [0.163, 0.962, 0.509], [0.593, -0.217, 0.586], [0.226, 0.891, -0.313], [-0.063, 0.132, -0.636], [-0.045, 0.158, -0.148], [0.396, -0.317, -0.020], [0.431, -0.031, 0.122], [-0.025, -0.761, -0.116], [0.494, 0.134, 0.366], [0.097, 0.343, 0.025], [-0.104, 0.066, 0.376], [-0.130, -0.551, -0.166], [-0.084, 0.059, -0.153], [0.034, -0.678, -0.200], [-0.550, -0.183, 0.029], [1.497, 0.282, 0.105], [-0.887, -0.227, -0.190], [0.023, 1.280, -0.630], [1.334, -2.658, -1.407], [-1.104, 0.202, -0.701], [-0.462, 1.118, 1.749], [-0.094, 0.431, -0.112], [-0.094, -0.309, 0.154], [-0.161, 0.236, 0.049], [-0.026, -0.054, 0.354], [-0.066, -0.112, 0.360], [0.104, -0.221, -0.490], [0.285, 0.149, 0.019], [0.104, -0.173, 0.146], [-0.257, -0.164, 0.085], [-0.223, -0.058, 0.229], [0.068, 0.284, 0.331], [-1.739, 0.160, 0.498], [1.486, -0.771, -0.378], [-0.362, 0.159, -0.045], [-0.419, 0.770, -0.190], [0.886, -0.246, 0.176], [0.151, -0.074, -0.112], [-0.870, -0.574, 1.841], [0.142, 0.308, -1.313], [0.703, 0.050, -0.461], [-0.536, -0.088, 0.074], [0.431, 0.639, -0.470], [0.130, -0.303, 0.342], [-0.006, 0.131, 0.617], [-0.438, -0.181, -0.183], [0.264, 0.072, -0.068], [-0.051, -0.005, -0.195], [0.226, 0.058, -0.091], [-0.026, -0.089, -0.136]],
  "nbo_charge": [-0.25, -0.54, -0.08, -0.08, -0.62, -0.81, 0.19, 0.17, 0.17, 0.16, 0.16, 0.19, 0.21, 0.20, 0.23, 0.34, 0.36, -0.25, -0.55, -0.06, -0.05, -0.62, -0.83, 0.17, 0.17, 0.20, 0.16, 0.17, 0.16, 0.19, 0.22, 0.21, 0.35, 0.35, -0.25, -0.72, 0.16, 0.16, 0.18, 0.47, -0.24, -0.73, 0.16, 0.15, 0.18, 0.48, -0.24, -0.72, 0.18, 0.16, 0.16, 0.47]
}

No. 3
{
  "formula": "C4H7NO2",
  "method": "the ωB97M-V functional and the def2-TZVPD basis",
  "homo_lumo_gap_ev": [8.0, 8.0],
  "spin_multiplicity": 1,
  "lumo_energy_ha": [0.0096, 0.0097],
  "relative_energy_kcal_mol": 105.2,
  "total_energy_ha": -361.7132,
  "total_charge": 0,
  "symbols": ["O", "C", "C", "O", "C", "N", "C", "H", "H", "H", "H", "H", "H", "H"],
  "positions_angstrom": [[-1.99271, -0.26542, 0.84698], [-1.02876, 0.10892, -0.10978], [-0.16336, 1.19679, 0.44565], [1.07788, 1.41070, -0.09760], [1.76059, 0.35475, -0.36110], [1.23678, -0.86950, -0.08447], [-0.15909, -1.05734, -0.56554], [-1.60293, -0.21986, 1.72936], [-1.64567, 0.47338, -0.94233], [-0.63079, 2.16661, 0.48769], [0.98109, -0.64167, 0.94211], [2.81544, 0.48866, -0.50568], [-0.11839, -1.15201, -1.65088], [-0.53008, -1.99403, -0.13440]],
  "forces_ev_per_a": [[-0.480, -0.251, 0.419], [-0.013, -0.123, -0.323], [-0.200, 0.842, -0.098], [-0.016, -0.973, 0.174], [0.587, 0.267, -0.732], [-0.303, 0.254, 1.558], [-0.068, -0.032, -0.440], [0.154, 0.070, -0.119], [0.166, -0.018, -0.109], [-0.220, 0.154, 0.304], [0.234, -0.587, -0.177], [0.194, 0.196, -0.307], [-0.098, -0.024, 0.012], [0.063, 0.225, -0.162]],
  "nbo_charge": [-0.72, 0.00, -0.19, -0.33, 0.34, -0.64, -0.25, 0.47, 0.18, 0.18, 0.34, 0.18, 0.20, 0.23]
}